Entry 1:
Computed, not measured: a cluster of 8 separate species, C31H32Cl4F40O6 in total in a non-equilibrium geometry, with ωB97M-V/def2-TZVPD.

Structure (XYZ):
```
113
C31H32Cl4F40O6 (ωB97M-V/def2-TZVPD)
C 24.6067 -17.9063 13.7692
C 23.5750 -17.8749 12.6221
C 23.9341 -18.8840 11.5187
F 25.2072 -18.7444 11.0720
F 23.7763 -20.1876 11.8595
F 22.3618 -18.2409 13.0941
F 23.4967 -16.6294 12.1235
O 24.1017 -17.0730 14.7808
C 25.0335 -16.7056 15.7454
C 24.3658 -15.5927 16.5526
F 25.2418 -15.0039 17.4083
F 23.9055 -14.6239 15.7327
F 25.3513 -17.7562 16.4986
F 26.1356 -16.2351 15.1390
H 25.5216 -17.5346 13.3002
H 24.8157 -18.9356 14.0689
H 23.2388 -18.7131 10.6908
H 23.5288 -15.9408 17.1607
C 15.9875 -18.2886 4.6041
C 16.7675 -17.7711 5.8220
C 16.5770 -16.2462 6.0909
F 17.2572 -15.9275 7.2038
F 16.9703 -15.4439 5.0581
F 16.3694 -18.3969 6.9545
F 18.1084 -17.9992 5.7357
O 14.6492 -17.8131 4.6257
C 13.7080 -18.7119 5.1234
C 12.3464 -18.0659 4.8594
F 11.3473 -18.9242 5.1121
F 12.2130 -16.9501 5.6172
F 13.8242 -19.8801 4.4876
F 13.8576 -18.9152 6.4380
H 16.0554 -19.3772 4.6038
H 16.5021 -17.9693 3.6992
H 15.5083 -16.0177 6.1510
H 12.2915 -17.7291 3.8210
C 22.6502 -14.4575 1.0892
C 23.7759 -13.6753 1.7958
C 24.2291 -14.4203 3.0444
F 24.6491 -15.6596 2.6720
F 25.2500 -13.8581 3.7464
F 24.7753 -13.4909 0.9027
F 23.3287 -12.4668 2.1759
O 21.5341 -14.5684 1.9690
C 20.7515 -15.7038 1.8245
C 19.5866 -15.5661 2.8344
F 18.6458 -16.5249 2.6303
F 19.9382 -15.5881 4.1405
F 20.2387 -15.6941 0.5856
F 21.5194 -16.7985 1.9467
H 22.9908 -15.4067 0.6817
H 22.3888 -13.8283 0.2354
H 23.4365 -14.5256 3.7874
H 19.0831 -14.6085 2.6624
C 20.9764 -19.9934 7.3735
C 21.1585 -21.0297 8.4928
C 22.6437 -21.3607 8.7278
F 23.2643 -22.0024 7.7002
F 23.3964 -20.2607 9.0402
F 20.6746 -20.5845 9.6846
F 20.4343 -22.1571 8.2578
O 21.7797 -20.4000 6.2806
C 22.2919 -19.3912 5.4778
C 23.1417 -20.1217 4.4629
F 22.4337 -21.0793 3.8342
F 23.6591 -19.3100 3.5166
F 21.2682 -18.7243 4.9232
F 23.0188 -18.5620 6.2518
H 21.2554 -19.0085 7.7534
H 19.9468 -19.8222 7.0503
H 22.7788 -22.0429 9.5778
H 24.0339 -20.5552 4.9141
C 24.3148 -10.3165 6.2972
C 24.1779 -11.5860 7.1182
C 22.8769 -12.3487 6.8360
F 22.6527 -12.4839 5.4874
F 22.8950 -13.5861 7.3778
F 25.3105 -12.3109 6.8466
F 24.2770 -11.3685 8.4661
O 23.1451 -9.5381 6.4335
C 22.7427 -8.8221 5.3217
C 21.6793 -7.8057 5.7681
F 21.3289 -6.9236 4.8036
F 20.5468 -8.3633 6.2504
F 23.8107 -8.1312 4.8577
F 22.3314 -9.6304 4.3232
H 24.5918 -10.5266 5.2622
H 25.2008 -9.7832 6.6584
H 22.0007 -11.8286 7.2274
H 22.1341 -7.2342 6.5845
C 22.7823 -12.2574 11.1469
C 23.1808 -10.8605 10.6202
C 22.1479 -10.7140 9.5054
O 22.1422 -12.0044 8.8815
C 22.6104 -12.9762 9.8083
H 21.8859 -12.1918 11.7614
H 23.5769 -12.7374 11.7175
H 24.2074 -10.9123 10.2571
H 23.1028 -10.1002 11.3970
H 22.3531 -9.9559 8.7511
H 21.1632 -10.5510 9.9549
H 23.5317 -13.4554 9.4700
H 21.8266 -13.7358 9.8890
C 18.8206 -11.8561 5.8814
Cl 19.7975 -11.5904 4.4115
Cl 19.1407 -13.5046 6.4585
H 19.2087 -11.1955 6.6476
H 17.7661 -11.7305 5.6718
C 20.9092 -15.8339 7.9651
Cl 19.5828 -15.6182 9.0799
Cl 22.2193 -16.7517 8.7675
H 20.6090 -16.3415 7.0511
H 21.2921 -14.8611 7.6724
```

The HOMO energy is -9.90 eV. Its lowest unoccupied orbital energy is 0.390 eV. The HOMO-LUMO gap comes out at 10.29 eV. As for the energy relative to the best compared isomer or geometry (same formula, charge and spin): 0.0 kcal/mol.

=====

Entry 2:
Computed, not measured: an isolated molecule of C19H25N3O2S, with ωB97M-V/def2-TZVPD.

Structure (XYZ):
```
50
C19H25N3O2S (ωB97M-V/def2-TZVPD)
C -4.3536 -3.0617 -0.6547
H -5.0481 -3.5418 0.0290
H -4.6849 -3.2535 -1.6719
H -3.3703 -3.5038 -0.5134
C -4.2875 -1.5565 -0.4066
N -5.5656 -0.9313 -0.6913
C -5.5030 0.4266 -1.1686
H -4.9270 0.4345 -2.1008
C -4.8985 1.4777 -0.2066
N -3.4565 1.4798 -0.2040
C -2.7210 1.1005 0.8679
O -3.2230 0.7512 1.9208
C -1.2452 1.1253 0.6591
C -0.6075 2.0256 -0.1888
C 0.7671 2.0181 -0.3271
C 1.5327 1.0977 0.3839
C 0.8992 0.2010 1.2446
C -0.4713 0.2224 1.3840
H -0.9687 -0.4590 2.0570
H 1.4902 -0.5093 1.8063
N 2.9238 1.0393 0.2919
C 3.7628 1.7411 -0.5196
O 3.4207 2.5707 -1.3283
C 5.2308 1.3759 -0.2845
C 5.4353 -0.1037 -0.2409
C 5.6933 -0.8246 0.8856
S 5.8236 -2.5110 0.5722
C 5.5154 -2.2491 -1.0991
C 5.3291 -0.9385 -1.3859
H 5.1229 -0.5607 -2.3710
H 5.4929 -3.0877 -1.7658
H 5.8355 -0.4636 1.8857
H 5.8108 1.8211 -1.0944
H 5.5452 1.8307 0.6580
H 3.3581 0.3487 0.8921
H 1.2539 2.7226 -0.9801
H -1.1763 2.7694 -0.7280
H -2.9939 1.6692 -1.0784
H -5.2552 2.4724 -0.4959
H -5.2072 1.2748 0.8212
H -6.5239 0.7342 -1.4075
C -6.5962 -1.1639 0.3085
C -7.8687 -1.6974 -0.3474
H -8.2596 -0.9776 -1.0621
H -8.6297 -1.8885 0.4052
H -7.6546 -2.6213 -0.8770
H -6.2348 -1.8928 1.0361
H -6.8330 -0.2456 0.8619
H -3.5453 -1.1277 -1.0851
H -3.9519 -1.3680 0.6249
```

The HOMO energy is -8.03 eV. Its lowest unoccupied orbital energy is 0.523 eV. The HOMO-LUMO gap comes out at 8.55 eV. As for the energy relative to the best compared isomer or geometry (same formula, charge and spin): 21.9 kcal/mol.